# 1
Here is a cluster of 2 separate species, C4H15N2O in total at a distorted geometry from the OMol25 dataset. Energies are from ωB97M-V/def2-TZVPD.

XYZ file:
```
22
Properties=species:S:1:pos:R:3:mulliken_charge:R:1
H 3.034 -0.158 0.244 0.364
H 0.801 0.852 0.747 0.353
H 2.401 -0.537 -1.335 0.359
H -0.390 3.037 -1.167 0.317
H -0.947 -2.324 1.583 0.330
H 1.451 -1.106 1.657 0.443
H -0.778 3.626 0.147 0.304
H -2.129 0.538 -0.044 0.178
C 2.344 0.186 -0.528 -0.843
N 0.978 0.103 0.078 -0.119
C 0.795 -1.207 0.778 -0.818
H 1.227 -1.985 0.175 0.429
H -0.751 -1.880 -0.987 0.329
C -1.422 -1.422 -0.286 -0.688
O -0.267 2.890 -0.214 -0.602
C -0.672 -1.389 1.091 -0.500
H -2.282 -0.031 -1.549 0.225
H 2.524 1.198 -0.885 0.332
H 0.225 0.263 -0.618 0.424
H -1.044 -0.516 1.626 0.308
N -1.690 -0.054 -0.724 -0.552
H -2.327 -2.024 -0.271 0.428
```

## Properties
Total energy   -345.9214 a.u.
HOMO energy   -13.58 eV
Net charge   +1
F_max   0.0372 Eh/bohr

=====

# 2
Here is a cluster of 2 separate species, C4H15N2O in total at a distorted geometry from the OMol25 dataset. Energies are from ωB97M-V/def2-TZVPD.

XYZ file:
```
22
Properties=species:S:1:pos:R:3:mulliken_charge:R:1
H 0.470 0.876 1.747 0.479
H -3.169 -2.294 1.975 0.312
H 2.409 2.645 -1.050 0.389
H 0.370 -0.544 -1.392 0.433
C 2.159 2.042 -0.176 -1.415
H 0.490 0.932 -2.403 0.361
H -0.927 -1.132 1.498 0.335
H 2.912 1.245 -0.159 0.412
N -0.493 -1.547 -0.548 -0.600
H 1.299 -0.302 0.911 0.317
H 1.902 0.276 -1.812 0.383
C 0.441 0.382 0.780 -0.957
C -0.751 -0.577 0.575 -0.698
H 2.177 2.620 0.739 0.375
H -1.734 -0.125 0.442 0.463
N 0.936 0.490 -1.600 -0.293
O -3.489 -2.034 1.097 -0.612
H -4.442 -2.114 1.270 0.319
C 0.809 1.315 -0.392 0.187
H -1.427 -1.874 -0.791 0.258
H 0.026 -2.351 -0.213 0.246
H 0.033 2.072 -0.497 0.306
```

## Properties
Total energy   -345.9219 a.u.
HOMO energy   -14.38 eV
Net charge   +1
F_max   0.0466 Eh/bohr

=====

Short version: HOMO-LUMO gap = 0.4002, 0.4286 Ha, in the order given.